Entry 1:
C61H52CaN7O7P3Te | ωB97M-V/def2-TZVPD

```
132
C61H52CaN7O7P3Te | the OMol25 dataset | ωB97M-V/def2-TZVPD
Ca -0.4700 0.2952 -0.8386
C 0.8137 5.1948 1.1252
N -0.0757 4.0398 1.0778
C 0.2924 2.7384 0.9191
N -0.7639 1.9434 1.0139
C -1.8426 2.7581 1.2250
C -1.4387 4.0652 1.2547
C -2.2075 5.2958 1.5063
C -2.1047 6.3871 0.6460
C -2.8411 7.5388 0.8777
C -3.6967 7.6049 1.9687
C -3.8162 6.5153 2.8209
C -3.0751 5.3670 2.5925
C -3.2308 2.2620 1.2575
C -3.6057 1.2618 2.1520
C -4.9246 0.8364 2.2092
C -5.8745 1.4007 1.3694
C -5.5053 2.3929 0.4710
C -4.1882 2.8232 0.4203
P 2.0137 2.3204 0.4681
C 2.0200 1.6906 -1.2667
N 1.8689 0.4211 -1.6160
C 2.2708 0.3064 -2.9220
C 2.6219 1.5506 -3.3860
N 2.4918 2.4041 -2.3161
C 2.6326 3.8516 -2.3561
C 3.1373 2.0187 -4.6896
C 4.4986 2.2415 -4.8720
C 4.9740 2.6724 -6.1019
C 4.0868 2.8808 -7.1498
C 2.7287 2.6599 -6.9663
C 2.2450 2.2295 -5.7384
C 2.3218 -1.0179 -3.5804
C 1.9940 -2.1536 -2.8520
C 2.0282 -3.4099 -3.4332
C 2.3995 -3.5492 -4.7623
C 2.7487 -2.4223 -5.4922
C 2.7166 -1.1671 -4.9065
C 2.2061 0.7355 1.3409
N 1.5677 -0.3879 1.0793
C 2.1734 -1.3641 1.8330
C 3.1505 -0.7912 2.6126
N 3.1753 0.5401 2.2739
C 4.0665 1.5392 2.8427
C 4.0495 -1.3426 3.6450
C 3.5148 -1.7891 4.8514
C 4.3415 -2.2992 5.8401
C 5.7133 -2.3579 5.6319
C 6.2550 -1.9090 4.4355
C 5.4251 -1.4024 3.4457
C 1.8181 -2.7957 1.6573
C 0.9148 -3.1572 0.6636
C 0.5906 -4.4848 0.4252
C 1.1662 -5.4873 1.1894
C 2.0807 -5.1441 2.1747
C 2.4117 -3.8177 2.3994
H 1.7712 4.8944 1.5419
H 0.3643 5.9554 1.7581
H 0.9684 5.6028 0.1266
H -1.4688 6.3187 -0.2280
H -2.7567 8.3776 0.2002
H -4.2750 8.5009 2.1506
H -4.4876 6.5597 3.6677
H -3.1694 4.5140 3.2525
H -2.8579 0.8146 2.7965
H -5.2078 0.0551 2.9020
H -6.9016 1.0625 1.4151
H -6.2439 2.8348 -0.1850
H -3.8893 3.6009 -0.2738
H 2.8974 4.1393 -3.3699
H 3.4101 4.1789 -1.6653
H 1.6791 4.3128 -2.1001
H 5.1844 2.0603 -4.0529
H 6.0337 2.8384 -6.2459
H 4.4532 3.2130 -8.1127
H 2.0355 2.8219 -7.7815
H 1.1885 2.0588 -5.5705
H 1.7152 -2.0573 -1.8159
H 1.7614 -4.2787 -2.8450
H 2.4209 -4.5270 -5.2264
H 3.0426 -2.5143 -6.5298
H 2.9869 -0.3071 -5.5029
H 4.3053 1.2471 3.8625
H 3.5661 2.5040 2.8499
H 4.9880 1.6196 2.2671
H 2.4422 -1.7469 4.9982
H 3.9158 -2.6486 6.7710
H 6.3594 -2.7590 6.4016
H 7.3226 -1.9590 4.2694
H 5.8402 -1.0715 2.5016
H 0.4744 -2.3917 0.0433
H -0.1200 -4.7216 -0.3550
H 0.9124 -6.5244 1.0157
H 2.5507 -5.9139 2.7726
H 3.1448 -3.5921 3.1579
O -2.5557 3.3099 -3.3002
P -1.3893 2.2142 -3.2712
O -0.4926 2.4060 -4.4162
O -0.8184 2.1902 -1.8534
O -2.2852 0.8202 -3.3527
P -1.7249 -0.7373 -3.5553
O -3.1180 -1.4967 -3.8299
O -0.7799 -0.8537 -4.6712
O -1.3411 -1.1956 -2.1553
H -3.3046 3.0421 -2.7501
H -3.2026 -1.6912 -4.7747
N -4.0764 -0.6974 -0.7827
C -2.9904 -0.5473 -0.3797
H -4.5539 -1.0374 -1.6027
Te -2.0037 -2.6035 2.1319
C -4.0045 -2.6554 2.7573
C -4.3448 -2.3450 4.0733
C -5.6698 -2.3933 4.4812
C -6.6672 -2.7295 3.5739
C -6.3319 -3.0358 2.2644
C -5.0019 -3.0116 1.8581
C -1.2592 -3.7525 3.6909
C -0.4999 -3.1385 4.6827
C 0.0114 -3.8909 5.7358
C -0.2376 -5.2521 5.7970
C -0.9898 -5.8686 4.8057
C -1.4957 -5.1247 3.7497
H -3.5760 -2.0705 4.7853
H -5.9265 -2.1556 5.5058
H -7.7019 -2.7579 3.8892
H -7.1029 -3.3102 1.5556
H -4.7437 -3.2651 0.8378
H -0.3074 -2.0740 4.6286
H 0.5950 -3.4072 6.5093
H 0.1561 -5.8361 6.6189
H -1.1781 -6.9336 4.8497
H -2.0735 -5.6067 2.9721
```

Calculated values
Frontier orbital gap = 0.286 Eh
Total energy = -5235.868084 Ha
LUMO energy = 0.2 eV
Energy above the lowest of the compared OMol25 structures with the same formula, charge and spin = 1.582 eV
E_HOMO = -7.59 eV

Entry 2:
C3H5NO2 | ωB97M-V/def2-TZVPD

```
11
C3H5NO2 | the OMol25 dataset | ωB97M-V/def2-TZVPD
N 1.3850 -0.0008 0.7944
C -0.2419 -0.3532 -1.0435
C -0.9111 -0.8448 0.1757
O -0.6278 0.3080 0.9413
C -0.1237 0.9588 -0.5790
O 0.0860 2.1106 -0.7496
H 1.2591 0.5435 1.6509
H 1.8982 0.6309 0.1716
H -0.1520 -0.7125 -2.0621
H -2.0062 -0.8676 0.0604
H -0.5656 -1.7726 0.6399
```

Calculated values
Frontier orbital gap (spin up / spin down) = 0.261 / 0.345 Eh
Total energy = -322.330996 Ha
LUMO energy (spin up / spin down) = -1.8 / -0.2 eV
Energy above the lowest of the compared OMol25 structures with the same formula, charge and spin = 6.622 eV
E_HOMO (spin up / spin down) = -8.88 / -9.61 eV

Entry 3:
C6H6 | ωB97M-V/def2-TZVPD

```
12
C6H6 | the OMol25 dataset | ωB97M-V/def2-TZVPD
C 2.1657 -1.4647 0.1692
C 1.3698 -0.5660 0.0599
C -1.5475 -1.1393 -0.2933
C 1.1396 1.8813 -0.0513
C -1.1457 -0.0084 0.2360
C 0.7247 0.6171 0.0250
H 2.7687 -2.2723 0.1957
H -2.6477 -1.4515 -0.0752
H -0.9516 -1.6575 -1.0307
H 0.5667 2.8267 -0.2059
H 2.1777 2.2565 -0.2106
H -1.7346 0.5686 1.0281
```

Calculated values
Frontier orbital gap = 0.364 Eh
Total energy = -232.015468 Ha
LUMO energy = 0.7 eV
Energy above the lowest of the compared OMol25 structures with the same formula, charge and spin = 5.738 eV
E_HOMO = -9.21 eV

Entry 4:
C33H71Ca2N2O12P | ωB97M-V/def2-TZVPD

```
121
C33H71Ca2N2O12P | the OMol25 dataset | ωB97M-V/def2-TZVPD
Ca -17.8224 -19.1236 -1.4287
Ca -15.4856 -14.2628 -1.8436
P -18.0827 -15.5170 0.8868
O -17.4367 -16.9072 1.1188
O -19.3037 -15.5820 1.8468
O -18.2296 -15.7618 -0.6092
O -16.9636 -14.4650 1.0588
O -13.1644 -18.2748 -5.1134
C -13.7617 -17.3480 -4.3501
O -14.5864 -17.6120 -3.4388
O -13.5283 -16.1479 -4.4578
H -13.2585 -19.0674 -4.5800
C -10.4073 -14.9324 1.9872
C -9.5202 -14.4929 0.8798
C -10.4200 -13.9131 -0.2146
O -11.7111 -14.5221 0.0281
C -11.7100 -15.2886 1.2555
H -10.6951 -14.1516 2.6912
H -9.9533 -15.8077 2.4516
H -8.9334 -15.3491 0.5473
H -8.7302 -13.7602 1.0447
H -10.0826 -14.3847 -1.1377
H -10.3982 -12.8313 -0.0830
H -11.6818 -16.3479 1.0000
H -12.6137 -15.1871 1.8565
C -7.3945 -16.6895 -5.3290
C -6.7894 -15.2767 -5.3906
C -5.7102 -15.4872 -6.4177
O -6.1671 -16.4852 -7.3198
C -7.3992 -17.0546 -6.7861
H -8.3978 -16.5711 -4.9198
H -6.7513 -17.3691 -4.7699
H -6.3709 -14.9386 -4.4427
H -7.5081 -14.5402 -5.7500
H -4.7746 -15.7323 -5.9150
H -5.6056 -14.5320 -6.9322
H -7.2377 -18.1177 -6.9645
H -8.1939 -16.5411 -7.3273
C -13.7369 -12.3077 -11.2775
C -12.7057 -13.3082 -10.6501
C -13.6035 -14.4397 -10.1616
O -14.9486 -13.9786 -10.1112
C -15.1101 -13.0258 -11.2104
H -13.4734 -11.8798 -12.2448
H -13.8915 -11.4185 -10.6664
H -12.1080 -12.8221 -9.8790
H -12.0101 -13.6230 -11.4280
H -13.3743 -14.7824 -9.1526
H -13.5305 -15.3350 -10.7790
H -15.9436 -12.3643 -10.9740
H -15.2665 -13.5190 -12.1698
C -12.2299 -23.7594 -9.4338
C -12.1890 -22.3672 -9.0049
C -11.1084 -21.6761 -9.8584
O -10.1468 -22.7183 -9.7567
C -10.8101 -23.9958 -9.8870
H -12.9868 -24.0338 -10.1685
H -12.5268 -24.5186 -8.7102
H -11.9758 -22.3917 -7.9362
H -13.1468 -21.8493 -9.0542
H -10.8562 -20.7994 -9.2618
H -11.3831 -21.4194 -10.8815
H -10.3356 -24.7832 -9.3014
H -10.8360 -24.2951 -10.9347
C -10.8365 -22.1546 0.0004
C -9.6827 -22.4440 -0.9967
C -10.0996 -21.8007 -2.2811
O -11.5732 -21.8418 -2.2373
C -12.0602 -22.2164 -0.9888
H -10.7316 -21.2544 0.6059
H -10.8376 -23.0048 0.6825
H -9.4735 -23.5048 -1.1341
H -8.7573 -22.0101 -0.6179
H -9.8874 -22.4059 -3.1625
H -9.8472 -20.7403 -2.2847
H -12.5415 -23.1940 -1.0180
H -12.8488 -21.4960 -0.7717
C -19.4677 -19.8357 -6.9148
C -18.6697 -19.7307 -5.6734
N -19.1418 -20.5295 -4.5849
C -18.7188 -21.9201 -4.6348
C -17.2601 -22.0803 -4.5702
C -20.6126 -20.4094 -4.3902
C -21.0858 -19.0654 -3.9365
H -20.5219 -19.6043 -6.7626
H -19.4925 -20.9083 -7.1074
H -19.0164 -19.2767 -7.7345
H -17.5931 -19.8752 -5.7631
H -18.7828 -18.7322 -5.2512
H -19.0472 -22.4232 -3.7253
H -19.2043 -22.3836 -5.4936
H -16.8977 -21.5981 -3.6623
H -17.2324 -23.1616 -4.4355
H -16.8388 -21.9424 -5.5659
H -20.7519 -21.1180 -3.5738
H -21.1512 -20.7670 -5.2678
H -20.8031 -18.7170 -2.9431
H -22.1655 -18.9801 -4.0593
H -20.7044 -18.2901 -4.6010
C -14.4346 -10.3606 -4.0454
C -15.9175 -10.5380 -4.5121
N -16.7506 -11.0568 -3.4104
C -16.8107 -10.1448 -2.1904
C -17.0157 -8.6400 -2.5885
C -18.1178 -11.2522 -3.8836
C -18.2547 -12.4626 -4.9367
H -13.8213 -11.2502 -4.1884
H -14.3211 -10.0398 -3.0098
H -14.0130 -9.5662 -4.6612
H -16.3761 -9.7895 -5.1583
H -15.8721 -11.3441 -5.2444
H -15.8746 -10.2368 -1.6395
H -17.4966 -10.6334 -1.4984
H -17.0567 -8.0239 -1.6903
H -17.9308 -8.6528 -3.1807
H -16.1686 -8.2645 -3.1624
H -18.8240 -11.5555 -3.1107
H -18.5270 -10.3754 -4.3855
H -17.9764 -12.1836 -5.9530
H -17.7741 -13.3600 -4.5469
H -19.3216 -12.6823 -4.8972
```

Calculated values
Frontier orbital gap = 0.127 Eh
Total energy = -4008.578608 Ha
LUMO energy = -2.1 eV
Energy above the lowest of the compared OMol25 structures with the same formula, charge and spin = 3.056 eV
E_HOMO = -5.54 eV

Entry 5:
C20H22As2Br2IrN2 | ωB97M-V/def2-TZVPD

```
49
C20H22As2Br2IrN2 | the OMol25 dataset | ωB97M-V/def2-TZVPD
Ir -0.1791 0.0002 -0.0733
Br -5.4156 3.8196 -0.7566
C -3.9557 2.7657 -0.5506
C -2.8251 3.2368 0.1318
C -1.7484 2.4041 0.2643
N -1.7518 1.1475 -0.2392
C -2.8490 0.6799 -0.8991
C -3.9528 1.4598 -1.0732
C -2.6624 -0.6785 -1.3557
C -3.5719 -1.4582 -2.0055
C -3.2081 -2.7643 -2.3803
Br -4.3938 -3.8176 -3.2571
C -1.9237 -3.2358 -2.0743
C -1.0626 -2.4032 -1.4138
N -1.4176 -1.1466 -1.0570
H -2.7916 4.2323 0.5528
H -0.8552 2.7267 0.7863
H -4.8206 1.0929 -1.6056
H -4.5638 -1.0910 -2.2342
H -1.6053 -4.2314 -2.3511
H -0.0598 -2.7259 -1.1597
C 0.4330 -0.1219 3.7263
As 0.9320 -0.7853 1.9915
C 0.9965 -2.7071 2.0753
C 2.8244 -0.2814 1.8370
C 3.7256 -0.5275 2.9233
C 5.1145 -0.2905 2.7834
C 5.6007 0.2829 1.5943
C 4.7073 0.5220 0.5222
C 3.3030 0.2781 0.6667
As 2.0607 0.7848 -0.7681
C 2.9184 0.1230 -2.3571
C 2.1663 2.7066 -0.7801
H 0.8003 -0.8303 4.4686
H -0.6519 -0.0610 3.7990
H 0.8600 0.8666 3.8778
H 1.6415 -2.9817 2.9104
H 1.3845 -3.1238 1.1496
H -0.0082 -3.0842 2.2639
H 3.3632 -0.9278 3.8627
H 5.7900 -0.5787 3.5808
H 6.6418 0.5695 1.4982
H 5.1070 0.9223 -0.4020
H 3.7012 0.8310 -2.6288
H 2.1947 0.0641 -3.1687
H 3.3283 -0.8663 -2.1677
H 3.2116 2.9809 -0.9247
H 1.7959 3.1221 0.1533
H 1.5810 3.0852 -1.6175
```

Calculated values
Frontier orbital gap (spin up / spin down) = 0.215 / 0.130 Eh
Expectation value of S² = 0.77
Total energy = -10607.090494 Ha
LUMO energy (spin up / spin down) = -14.3 / -16.6 eV
Multiplicity = 2
Charge = +4
E_HOMO (spin up / spin down) = -20.11 / -20.11 eV

Entry 6:
C3BrCl2F3 | ωB97M-V/def2-TZVPD

```
9
C3BrCl2F3 | the OMol25 dataset | ωB97M-V/def2-TZVPD
C -0.3673 -0.1796 0.8860
C -0.5516 1.1784 1.1329
C 0.7199 -0.8957 -1.3590
F 1.0082 -2.1489 -1.3627
F 1.7907 -0.1155 -1.3171
F -0.1456 -0.4221 -2.2477
Cl -1.7578 1.8487 2.2464
Cl 0.3145 2.3619 0.2134
Br -1.0111 -1.6270 1.8078
```

Calculated values
Frontier orbital gap (spin up / spin down) = 0.278 / 0.315 Eh
Total energy = -3908.151743 Ha
LUMO energy (spin up / spin down) = -1.5 / -0.7 eV
Energy above the lowest of the compared OMol25 structures with the same formula, charge and spin = 3.278 eV
E_HOMO (spin up / spin down) = -9.06 / -9.25 eV

Entry 7:
C4H5IO | ωB97M-V/def2-TZVPD

```
11
C4H5IO | the OMol25 dataset | ωB97M-V/def2-TZVPD
C -0.4108 -1.6509 -0.1898
C -0.8550 -0.4558 0.0394
I -3.2836 -0.2773 0.0650
C -0.2982 0.8844 0.0359
C 1.2084 0.9962 0.0219
O -1.0252 1.8680 0.0664
H -1.0227 -2.5471 -0.0027
H 0.6337 -2.1399 -0.2349
H 1.6458 1.2467 0.9254
H 1.4752 1.8919 -0.5075
H 1.9323 0.1839 -0.2190
```

Calculated values
Frontier orbital gap = 0.316 Eh
Total energy = -528.265021 Ha
LUMO energy = -0.6 eV
Energy above the lowest of the compared OMol25 structures with the same formula, charge and spin = 1.591 eV
SMILES = C=C(I)C(C)=O
E_HOMO = -9.22 eV

Entry 8:
C4H13N2O | ωB97M-V/def2-TZVPD

```
20
C4H13N2O | the OMol25 dataset | ωB97M-V/def2-TZVPD
C 2.2562 0.2784 -0.1599
C 1.0397 -0.3947 0.4834
O 0.6497 -1.6822 -0.0503
C -0.3316 0.6252 0.4313
N -0.4786 1.2331 -0.9535
C -1.4720 -0.2765 0.8150
N -2.0082 -0.7325 -0.4702
H 3.2294 -0.2134 -0.0978
H 2.3588 1.3110 0.3101
H 2.2422 0.6090 -1.1571
H 1.3228 -0.4152 1.6535
H 1.4519 -2.0966 0.0467
H -0.0640 1.4576 1.2358
H 0.3371 0.9857 -1.5427
H -0.7627 2.2723 -0.8365
H -2.1589 0.4102 1.3123
H -1.2096 -1.0639 1.4315
H -1.6589 0.2325 -1.0171
H -3.0606 -0.8596 -0.6311
H -1.6829 -1.6806 -0.8033
```

Calculated values
Frontier orbital gap = 0.423 Eh
Total energy = -344.654742 Ha
LUMO energy = -3.0 eV
Energy above the lowest of the compared OMol25 structures with the same formula, charge and spin = 3.051 eV
SMILES = C[C@H](O)[C@@H](N)C[NH3+]
Charge = +1
E_HOMO = -14.52 eV

Entry 9:
CH2N3O3 | ωB97M-V/def2-TZVPD

```
9
CH2N3O3 | the OMol25 dataset | ωB97M-V/def2-TZVPD
C -1.6876 0.0650 0.1111
N 0.8009 0.7300 0.1213
N 1.9743 0.9167 -0.2027
N 0.1007 -0.1785 0.3247
O -2.1929 -0.9472 -0.3087
O -1.8293 1.2365 0.2185
O 0.7491 -1.8517 0.2711
H -0.0447 -1.9257 -0.3059
H 2.1296 1.9549 -0.2294
```

Calculated values
Frontier orbital gap (spin up / spin down) = 0.304 / 0.304 Eh
Total energy = -429.227824 Ha
LUMO energy (spin up / spin down) = 4.1 / 4.1 eV
Energy above the lowest of the compared OMol25 structures with the same formula, charge and spin = 2.866 eV
Charge = -1
E_HOMO (spin up / spin down) = -4.14 / -4.14 eV

Entry 10:
C6H9BrN3O2 | ωB97M-V/def2-TZVPD

```
21
C6H9BrN3O2 | the OMol25 dataset | ωB97M-V/def2-TZVPD
N 2.4560 0.4539 -1.2831
C 1.0612 0.6179 -0.7839
C 1.0056 0.6902 0.7298
C -0.6300 0.5327 1.0078
N -0.8580 -0.2841 2.1410
C -1.8031 -1.0989 1.9491
N -2.4286 -1.0521 0.7156
C -1.7831 -0.1575 -0.1116
Br -2.8476 1.1472 -1.0656
O -0.9605 -0.8654 -1.1124
C 0.3062 -0.6490 -1.3362
O 0.9767 -1.3979 -2.0060
H 3.1278 0.3588 -0.5118
H 2.7666 1.2062 -1.9056
H 2.3841 -0.4724 -1.8236
H 0.6001 1.5076 -1.2242
H 1.4938 -0.1440 1.2241
H 1.3101 1.6405 1.1490
H -1.0070 1.5424 1.1955
H -2.1506 -1.7903 2.6958
H -3.0198 -1.7859 0.3565
```

Calculated values
Frontier orbital gap = 0.356 Eh
Total energy = -3122.528867 Ha
LUMO energy = -3.4 eV
Energy above the lowest of the compared OMol25 structures with the same formula, charge and spin = 0.000 eV
SMILES = [NH3+][C@@H]1C[C@@H]2N=CN[C@]2(Br)OC1=O
Charge = +1
E_HOMO = -13.08 eV

Entry 11:
C4H4N4O | ωB97M-V/def2-TZVPD

```
13
C4H4N4O | the OMol25 dataset | ωB97M-V/def2-TZVPD
H 1.8167 -2.0983 2.2240
N 1.7952 -1.3140 1.3387
C 0.6719 -1.4319 0.7178
N 0.1347 -0.1700 0.1184
C 0.7133 1.1829 0.1346
N -0.1601 2.0085 -0.3237
C -1.3212 1.7329 -0.9052
O -2.1537 2.6825 -1.0940
N -1.5370 0.4307 -1.5216
C -0.7575 -0.4144 -0.9128
H -0.1049 -2.3140 0.5985
H 1.7713 1.2822 0.5864
H -0.8688 -1.5771 -0.9611
```

Calculated values
Frontier orbital gap = 0.339 Eh
Total energy = -448.989978 Ha
LUMO energy = -0.7 eV
Energy above the lowest of the compared OMol25 structures with the same formula, charge and spin = 2.870 eV
SMILES = [H]/N=C/n1cnc(=O)nc1
E_HOMO = -9.90 eV

Entry 12:
C4H8N4 | ωB97M-V/def2-TZVPD

```
16
C4H8N4 | the OMol25 dataset | ωB97M-V/def2-TZVPD
C -1.1140 0.5431 0.4255
C 1.2006 -0.1036 0.1428
C 0.8493 -1.1964 -0.8225
C 0.1426 0.9028 -0.5856
H -2.6386 1.5795 -0.3820
H -1.5511 -0.4713 1.8422
H 1.1733 0.3296 2.0530
H 2.2092 0.1896 0.3440
H 0.4176 -1.9677 -0.2826
H 1.7492 -1.5082 -1.4537
H -0.4633 -0.4746 -2.1939
H -0.0257 2.1178 -0.8006
N -2.3429 0.7899 0.3061
N -0.6181 -0.1253 1.4175
N 0.7742 -0.3814 1.4910
N 0.2378 -0.2238 -1.5011
```

Calculated values
Frontier orbital gap = 0.331 Eh
Total energy = -376.055698 Ha
LUMO energy = 0.9 eV
Energy above the lowest of the compared OMol25 structures with the same formula, charge and spin = 5.245 eV
E_HOMO = -8.09 eV